A molecular structure, C40H49ClN7O2Y at a distorted geometry, computed with ωB97M-V/def2-TZVPD.

Each line ends with the Mulliken charge.
Positions of all 100 atoms, in Å:
Y1 -1.455 -0.539 -1.820  0.7124
Cl1 4.128 -2.696 6.261  -0.2369
O1 -3.250 0.405 -1.162  -0.7251
O2 1.900 4.980 2.816  -0.6830
N1 2.408 2.029 -0.573  -1.1657
N2 1.404 2.636 0.067  1.2717
N3 -2.714 3.185 -4.080  -0.0133
N4 0.478 1.150 -1.232  0.4632
N5 -2.073 -2.190 -3.040  1.1809
N6 1.680 -3.706 -1.559  0.1867
N7 -1.662 1.386 -3.383  0.5775
C1 3.901 0.687 3.277  -0.0819
C2 1.826 1.144 -1.339  -0.9565
C3 1.559 -2.321 -1.115  -1.4373
C4 -2.268 -3.706 -4.692  -1.0488
C5 2.851 -4.412 -1.096  -0.8912
C6 -5.528 0.064 -1.685  -0.6131
C7 -5.254 1.610 -3.962  -0.8897
C8 -4.136 1.387 -3.154  0.6317
C9 -6.479 1.055 -3.660  -0.8091
C10 0.731 -2.094 0.139  0.9210
C11 3.388 3.154 2.674  -1.8949
C12 -0.738 -1.861 2.481  -1.1176
C13 0.494 -2.483 2.512  -0.5590
C14 -1.048 -1.486 -5.213  -1.0937
C15 -1.776 -2.470 -4.350  0.5285
C16 1.928 3.603 2.427  1.9733
C17 -0.545 3.513 2.945  -1.9970
C18 1.084 2.953 4.735  -2.1173
C19 4.293 0.918 4.592  -0.3130
C20 -0.749 2.273 -3.883  -0.7674
C21 -1.217 -1.342 1.286  -0.7193
C22 0.248 2.101 -0.345  -0.2913
C23 4.034 -1.403 5.112  0.1550
C24 3.613 -0.621 2.897  0.2821
C25 3.884 1.771 2.232  0.0774
C26 -2.854 1.956 -3.521  0.1512
C27 -3.271 -3.313 -1.144  -0.9004
C28 0.812 2.848 3.225  3.0245
C29 1.628 3.775 0.908  -2.7804
C30 1.228 -2.578 1.345  -1.0443
C31 -2.896 -4.224 -3.540  -0.8251
C32 -4.249 0.591 -1.975  0.5044
C33 3.690 -1.667 3.797  -0.7775
C34 0.467 -4.475 -1.390  -0.7897
C35 -6.603 0.275 -2.514  -0.5127
C36 -0.521 -1.448 0.067  1.8428
C37 -2.767 -3.275 -2.555  0.0810
C38 4.343 -0.114 5.512  -0.9018
C39 0.708 1.356 2.908  -1.5277
C40 -1.383 3.398 -4.306  -0.7845
H1 -0.725 2.398 -0.007  0.3580
H2 2.363 0.491 -1.997  0.6554
H3 3.331 -0.822 1.872  0.3423
H4 -1.274 3.181 3.679  0.4928
H5 3.478 -2.678 3.489  0.5290
H6 0.883 -2.888 3.435  0.3795
H7 -1.676 -0.616 -5.430  0.0846
H8 -3.464 3.827 -4.278  0.2335
H9 -2.479 -3.570 -0.433  0.0156
H10 2.574 -1.935 -0.973  0.6337
H11 4.595 1.907 4.909  0.4997
H12 -2.191 -0.853 1.303  0.4452
H13 2.001 2.433 5.003  0.4045
H14 3.994 3.903 2.155  0.2952
H15 -0.373 -3.899 -1.774  0.0905
H16 4.922 1.894 1.909  0.6249
H17 2.199 -3.051 1.363  0.3156
H18 -4.061 -4.058 -1.056  0.4609
H19 3.745 -3.870 -1.404  0.3202
H20 -0.791 -1.962 -6.159  0.4103
H21 3.327 1.434 1.360  -0.4480
H22 2.869 -5.388 -1.580  0.3507
H23 -0.154 0.949 3.430  0.7797
H24 -1.017 4.318 -4.711  0.4706
H25 1.581 0.822 3.262  -0.0324
H26 0.549 -5.393 -1.971  0.4304
H27 1.139 3.986 5.075  0.4974
H28 0.296 2.029 -3.924  0.4773
H29 -0.468 4.597 3.003  0.4561
H30 -5.147 2.201 -4.864  0.4014
H31 -0.924 3.241 1.965  0.1355
H32 4.635 0.074 6.533  0.4365
H33 -1.319 -1.770 3.391  0.4252
H34 -5.637 -0.528 -0.786  0.4243
H35 0.574 1.137 1.855  -0.1753
H36 3.592 3.287 3.737  0.6932
H37 2.887 -4.571 -0.009  0.2486
H38 0.267 2.471 5.267  0.4925
H39 -3.685 -2.341 -0.858  0.0871
H40 -7.554 -0.178 -2.271  0.4061
H41 -7.323 1.215 -4.315  0.3951
H42 -3.387 -5.174 -3.450  0.5240
H43 1.095 -1.765 -1.959  -0.7372
H44 -2.193 -4.177 -5.656  0.4989
H45 0.262 -4.741 -0.343  0.2647
H46 2.304 5.063 3.686  0.5390
H47 -0.121 -1.140 -4.735  0.1575
H48 2.483 4.313 0.490  0.3781
H49 0.749 4.420 0.843  0.5323

Properties
total charge: 0
highest occupied orbital energy: -0.2490 Ha
energy: -2586.02715 hartree